Model i:
Density functional theory data (ωB97M-V with the def2-TZVPD basis set) for an isolated molecule of C8H14N4.

The geometry in XYZ format:
```
26
Properties=species:S:1:pos:R:3
C -1.39 1.71 0.23
C -0.31 -0.82 -0.81
C 0.12 -1.52 -1.86
C -2.52 0.91 -0.36
C 0.49 0.36 -0.24
C 1.59 0.75 -1.29
C 0.48 -0.36 2.23
C 1.33 -0.06 1.03
N -1.53 -1.27 -0.15
N -0.13 1.51 0.29
N -3.54 -0.76 0.82
N -2.43 -0.42 0.08
H -1.93 2.57 0.71
H -0.49 -2.28 -2.26
H 1.12 -1.33 -2.28
H -3.46 1.40 -0.03
H -2.48 1.04 -1.47
H 2.06 1.57 -0.76
H 1.10 1.06 -2.32
H 2.08 -0.16 -1.43
H 1.00 -1.10 2.82
H -0.41 -0.81 1.99
H 0.13 0.61 2.64
H 1.83 -1.06 0.73
H 2.15 0.54 1.36
H -3.34 -1.65 1.12
```

Results
orbital gap (spin up / spin down)	8.7 / 8.7	eV

***

Model ii:
Density functional theory data (ωB97M-V with the def2-TZVPD basis set) for a cluster of 2 separate species, C8H14N4 in total.

The geometry in XYZ format:
```
26
Properties=species:S:1:pos:R:3
C 1.63 -1.72 -0.30
C 0.23 0.81 -0.60
C -0.91 2.77 -1.81
C 2.78 -0.79 -0.25
C -0.55 -0.43 -0.25
C -1.63 -0.76 -1.29
C -0.14 -0.46 2.33
C -1.16 -0.15 1.26
N 1.30 1.10 -0.15
N 0.35 -1.52 -0.27
N 3.36 1.15 0.91
N 2.42 0.59 0.24
H 1.83 -2.72 -0.29
H -1.75 2.79 -1.18
H -0.08 3.35 -1.43
H 3.60 -1.11 0.45
H 3.32 -0.59 -1.22
H -1.17 -0.92 -2.20
H -2.18 0.08 -1.39
H -2.28 -1.49 -0.85
H 0.31 0.39 2.75
H 0.59 -1.28 2.13
H -0.84 -0.81 3.15
H -1.54 0.91 1.21
H -2.00 -0.85 1.25
H 2.85 1.95 1.27
```

Results
orbital gap (spin up / spin down)	7.7 / 6.4	eV

***

Least stable = model ii

***

Model i:
Density functional theory data (ωB97M-V with the def2-TZVPD basis set) for a structure of composition C5H5NOS.

The geometry in XYZ format:
```
13
Properties=species:S:1:pos:R:3
C 1.29 -0.33 0.00
C 0.18 0.27 -1.01
C 0.34 0.18 1.01
C -1.01 -0.58 0.72
C -1.07 -0.49 -0.73
H 0.40 0.60 -2.00
H 1.08 1.79 0.01
H 0.62 0.55 2.03
H -1.86 -0.62 1.39
H -1.97 -0.25 -1.25
N 0.18 1.35 -0.01
O -0.98 -1.70 -0.09
S 2.80 -0.77 -0.08
```

Results
orbital gap	8.9	eV

***

Model ii:
Density functional theory data (ωB97M-V with the def2-TZVPD basis set) for an isolated molecule of C5H5NOS.

The geometry in XYZ format:
```
13
Properties=species:S:1:pos:R:3
C -1.12 -0.96 -1.59
C -1.17 -0.22 -0.32
C -0.03 0.06 0.47
C 1.09 1.15 2.00
C 1.40 0.17 0.20
H -2.14 -1.27 -1.99
H -0.49 -0.33 -2.19
H -0.34 -1.65 -1.33
H -2.08 -0.03 0.08
H 1.11 1.65 3.04
N 2.04 0.75 1.21
O -0.19 0.82 1.68
S 1.93 -0.15 -1.27
```

Results
orbital gap	7.6	eV

***

Model iii:
Density functional theory data (ωB97M-V with the def2-TZVPD basis set) for an isolated molecule of C5H5NOS.

The geometry in XYZ format:
```
13
Properties=species:S:1:pos:R:3
C -0.48 -1.06 -1.03
C 0.81 -0.88 -0.69
C 0.08 0.91 0.70
C -1.58 -0.35 -0.31
C 1.12 0.04 0.35
N -1.15 0.86 0.36
O 1.73 2.19 2.30
S 0.92 2.43 1.10
H -0.77 -1.74 -1.83
H 1.61 -1.41 -1.19
H -2.40 -0.08 -0.99
H -2.01 -1.03 0.44
H 2.10 0.12 0.78
```

Results
orbital gap (spin up / spin down)	7.5 / 7.2	eV

***

Least stable = model i

***

Model i:
Density functional theory data (ωB97M-V with the def2-TZVPD basis set) for the ion C3H10NS with charge +1.

The geometry in XYZ format:
```
15
Properties=species:S:1:pos:R:3
C -0.99 0.42 0.94
N -1.62 0.07 -0.41
H -1.24 1.45 1.30
H -1.13 -0.36 1.63
H -1.54 0.81 -1.14
H -2.64 -0.26 -0.26
C 0.88 1.23 -0.73
S 0.93 0.17 0.81
C 1.13 -1.65 0.31
H 1.50 0.67 -1.50
H 1.25 2.16 -0.33
H -0.05 1.43 -1.34
H 0.71 -2.35 1.09
H 0.66 -1.73 -0.69
H 2.16 -2.08 0.31
```

Results
net charge	+1
orbital gap	10.5	eV

***

Model ii:
Density functional theory data (ωB97M-V with the def2-TZVPD basis set) for a cluster of 2 separate species, C3H10NS in total.

The geometry in XYZ format:
```
15
Properties=species:S:1:pos:R:3
C 2.93 -0.59 -0.70
N 1.76 -1.06 -0.28
H 3.79 -0.99 -0.22
H 2.90 0.02 -1.58
H 0.97 -0.44 -0.76
H 1.56 -1.31 0.68
C -1.90 -0.48 0.73
C -1.81 0.94 0.22
S -0.30 1.13 -0.78
H -2.50 -0.63 1.63
H -2.02 -1.10 -0.22
H -0.83 -0.71 1.03
H -1.75 1.65 1.04
H -2.67 1.22 -0.39
H -0.11 2.35 -0.39
```

Results
net charge	+1
orbital gap	7.7	eV

***

Least stable = model i

***

Model i:
Density functional theory data (ωB97M-V with the def2-TZVPD basis set) for the ion C3H10NS with charge +1.

The geometry in XYZ format:
```
15
Properties=species:S:1:pos:R:3
C -0.15 1.18 0.75
N -0.82 2.09 -0.03
H 0.68 1.67 1.32
H -0.60 0.35 1.48
H -1.80 2.16 0.10
H -0.38 2.87 -0.48
C 1.41 -1.32 0.40
S 0.68 -0.13 -0.72
C -0.82 -1.04 -1.18
H 2.39 -1.50 0.09
H 0.91 -2.15 0.65
H 1.84 -0.74 1.36
H -1.34 -0.31 -1.78
H -0.35 -1.96 -1.63
H -1.65 -1.16 -0.34
```

Results
net charge	+1
orbital gap	10.2	eV

***

Model ii:
Density functional theory data (ωB97M-V with the def2-TZVPD basis set) for a cluster of 2 separate species, C3H10NS in total.

The geometry in XYZ format:
```
15
Properties=species:S:1:pos:R:3
C 1.46 0.59 -0.96
C -1.78 -0.76 0.51
C 0.52 0.15 0.12
N -0.89 0.07 -0.33
S 0.63 0.89 1.71
H 2.48 0.54 -0.60
H 1.39 -0.06 -1.83
H 1.26 1.62 -1.26
H -1.44 -1.80 0.47
H -1.73 -0.42 1.55
H -2.80 -0.69 0.16
H 1.12 -1.82 0.36
H -1.27 1.03 -0.35
H -0.90 -0.29 -1.29
H 1.96 0.95 1.74
```

Results
net charge	+1
orbital gap (spin up / spin down)	8.7 / 8.4	eV

***

Least stable = model ii

***

Model i:
Density functional theory data (ωB97M-V with the def2-TZVPD basis set) for the ion C3H10NS with charge +1.

The geometry in XYZ format:
```
15
Properties=species:S:1:pos:R:3
C 0.64 -0.56 1.49
N 0.48 0.53 2.42
H 1.50 -0.88 0.81
H 0.23 -1.48 1.95
H 0.94 1.38 2.45
H -0.18 0.30 3.19
C -0.11 0.18 -2.71
C 0.37 0.57 -1.31
S -0.70 -0.30 0.07
H 0.79 -0.15 -3.21
H -0.59 1.05 -3.35
H -0.76 -0.66 -2.76
H 1.46 0.20 -1.19
H 0.31 1.67 -1.03
H -1.19 -1.51 0.21
```

Results
net charge	+1
orbital gap	9.4	eV

***

Model ii:
Density functional theory data (ωB97M-V with the def2-TZVPD basis set) for a structure of composition C3H10NS.

The geometry in XYZ format:
```
15
Properties=species:S:1:pos:R:3
C 1.19 -0.35 1.33
N 2.07 -1.01 0.39
H 1.20 -0.67 2.35
H 1.38 0.80 1.30
H 2.57 -1.80 0.75
H 2.81 -0.43 0.02
C -1.42 -1.05 -1.28
S -0.74 -0.23 0.72
C -1.13 1.82 -0.09
H -0.79 -1.66 -1.83
H -1.42 -0.08 -1.82
H -2.42 -1.61 -1.19
H -1.55 2.50 0.54
H -0.06 2.03 -0.24
H -1.70 1.72 -0.97
```

Results
net charge	+1
orbital gap	9.3	eV

***

Least stable = model ii

***

Model i:
Density functional theory data (ωB97M-V with the def2-TZVPD basis set) for the ion C5H8O with charge +1.

The geometry in XYZ format:
```
14
Properties=species:S:1:pos:R:3
C 2.14 0.66 -1.55
C 1.33 -0.22 -0.86
C -0.01 0.15 -0.54
C -0.73 -0.43 0.51
O -0.32 -1.66 0.90
C -1.95 0.23 1.15
H 3.14 0.36 -1.67
H 1.79 1.68 -1.85
H 1.84 -1.10 -0.49
H -0.44 0.83 -1.23
H -0.01 -1.54 1.91
H -2.72 0.13 0.31
H -1.81 1.29 1.44
H -2.26 -0.38 1.98
```

Results
multiplicity	2
net charge	+1
orbital gap (spin up / spin down)	9.3 / 8.6	eV

***

Model ii:
Density functional theory data (ωB97M-V with the def2-TZVPD basis set) for the ion C5H8O with charge +1.

The geometry in XYZ format:
```
14
Properties=species:S:1:pos:R:3
C 1.22 -0.40 1.90
C 0.18 0.19 0.92
C -0.21 -0.33 -0.23
O 0.31 -1.57 -0.71
C -1.02 0.50 -1.14
C -0.85 1.84 -1.19
H 0.65 -1.03 2.71
H 1.70 0.34 2.56
H 2.09 -1.00 1.45
H -0.57 0.82 1.62
H 0.54 -2.01 0.13
H -1.35 -0.15 -1.97
H -0.05 2.32 -0.55
H -1.50 2.46 -1.85
```

Results
multiplicity	2
net charge	+1
orbital gap (spin up / spin down)	10.0 / 7.5	eV

***

Least stable = model ii

***

Model i:
Density functional theory data (ωB97M-V with the def2-TZVPD basis set) for a cluster of 2 separate species, C16H17NO in total.

The geometry in XYZ format:
```
35
Properties=species:S:1:pos:R:3
C 1.72 3.55 1.50
C 1.18 -0.06 2.64
C 0.62 1.24 1.98
C 1.67 2.14 1.85
C 2.79 1.44 2.49
C 0.33 -1.21 2.69
C -0.97 -0.99 2.29
C -1.47 0.14 1.54
C -0.68 1.26 1.43
N 2.51 0.07 2.74
H 0.84 -1.95 3.14
H -1.54 -1.84 2.29
H 3.24 -0.54 3.03
H -2.51 0.10 1.35
H 3.78 1.70 2.59
H -1.15 2.09 0.83
H 2.62 4.16 1.90
H 0.94 4.17 2.22
H 1.13 3.71 0.55
C -2.52 0.57 -2.49
C -1.87 -1.74 -1.95
C -1.51 -0.46 -2.32
C -0.98 -2.80 -2.00
C 0.30 -2.51 -2.46
C -0.17 -0.13 -2.70
C 0.73 -1.23 -2.84
O 1.18 -3.55 -2.60
H -2.85 -1.97 -1.70
H -1.43 -3.75 -1.90
H -2.96 0.58 -3.46
H -2.31 1.63 -2.29
H 0.12 0.91 -3.09
H 0.84 -4.38 -2.35
H 1.68 -1.00 -3.28
H -3.25 0.65 -1.64
```

Results
orbital gap	8.3	eV

***

Model ii:
Density functional theory data (ωB97M-V with the def2-TZVPD basis set) for a cluster of 2 separate species, C16H17NO in total.

The geometry in XYZ format:
```
35
Properties=species:S:1:pos:R:3
C -0.56 -1.47 3.38
C 0.97 1.28 1.42
C 1.04 0.33 2.44
C -0.22 -0.37 2.45
C -0.94 0.12 1.41
C 1.95 2.26 1.24
C 3.11 2.12 1.97
C 2.25 0.18 3.15
C 3.26 1.07 2.90
N -0.20 1.09 0.73
H -0.30 1.36 -0.23
H 1.82 3.11 0.58
H -1.82 -0.23 0.90
H 3.92 2.84 1.93
H 2.32 -0.63 3.87
H 0.04 -2.36 3.15
H -1.59 -1.84 3.27
H 4.23 0.91 3.36
H -0.47 -1.23 4.44
C -0.27 -2.86 -2.51
C -2.68 0.05 -2.98
C -1.86 1.13 -2.69
C -2.18 -1.24 -2.91
C -0.83 -1.45 -2.66
C -0.50 0.94 -2.50
C -0.02 -0.35 -2.38
O -2.49 2.36 -2.56
H -3.73 0.17 -3.25
H -2.91 -2.03 -3.06
H 0.10 1.85 -2.49
H -1.92 3.04 -2.92
H -0.34 -3.40 -3.45
H -0.92 -3.35 -1.79
H 0.99 -0.59 -2.09
H 0.75 -2.81 -2.14
```

Results
orbital gap	8.4	eV

***

Model iii:
Density functional theory data (ωB97M-V with the def2-TZVPD basis set) for a cluster of 2 separate species, C16H17NO in total.

The geometry in XYZ format:
```
35
Properties=species:S:1:pos:R:3
C 3.62 -2.00 0.72
C 1.19 0.40 2.50
C 1.96 -0.02 1.28
C 2.63 -1.30 1.69
C 2.26 -1.49 2.94
C 0.33 1.44 2.59
C 0.36 2.21 1.36
C 1.08 1.83 0.20
C 1.97 0.68 0.11
N 1.18 -0.70 3.43
H -0.35 1.71 3.43
H -0.11 3.10 1.27
H 0.89 -0.67 4.35
H 0.94 2.34 -0.74
H 2.69 -2.17 3.55
H 2.52 0.25 -0.69
H 4.05 -3.02 0.96
H 4.43 -1.20 0.49
H 3.20 -2.56 -0.19
C -0.46 0.63 -3.51
C -2.18 1.34 -1.88
C -1.43 0.22 -2.35
C -3.24 0.86 -1.08
C -3.43 -0.48 -0.69
C -1.55 -1.10 -1.94
C -2.60 -1.52 -1.17
O -4.52 -0.74 0.08
H -1.92 2.42 -2.14
H -4.02 1.60 -0.59
H -0.81 0.44 -4.42
H 0.41 0.06 -3.22
H -0.74 -1.89 -2.25
H -4.99 0.04 0.27
H -2.84 -2.54 -0.91
H -0.53 1.83 -3.46
```

Results
orbital gap	8.7	eV

***

Least stable = model iii

***

Model i:
Density functional theory data (ωB97M-V with the def2-TZVPD basis set) for a structure of composition C2H6N4O2.

The geometry in XYZ format:
```
14
Properties=species:S:1:pos:R:3
C -1.72 -0.22 -0.16
C 1.58 -0.57 -0.43
H 0.28 1.97 0.12
H -2.08 1.52 -0.92
H -1.09 -1.95 0.47
H 0.89 -0.85 1.68
H 1.57 -1.22 -1.31
H 2.70 0.50 0.61
N -1.15 1.10 -0.64
N -0.67 -1.09 0.31
N 0.64 -0.79 0.42
N 2.57 0.38 -0.47
O -0.64 1.84 0.63
O -2.87 -0.62 -0.30
```

Results
orbital gap	9.5	eV

***

Model ii:
Density functional theory data (ωB97M-V with the def2-TZVPD basis set) for an isolated molecule of C2H6N4O2.

The geometry in XYZ format:
```
14
Properties=species:S:1:pos:R:3
C -1.16 -1.08 0.04
C 2.15 -0.66 0.12
H -1.67 1.12 0.98
H -3.24 1.32 0.03
H -1.08 -2.20 0.31
H 0.11 0.35 -0.79
H 2.91 -1.49 -0.07
H 1.94 2.08 -0.59
N -2.30 0.97 -0.04
N -2.34 -0.50 0.03
N -0.01 -0.43 0.00
N 2.38 0.56 0.30
O 1.02 -1.43 -0.20
O 1.28 1.38 -0.13
```

Results
orbital gap	8.8	eV

***

Least stable = model ii